[1]
The following is a quantum chemistry calculation of a 9-piece molecular cluster, C18H36Br18 overall in a non-equilibrium geometry, from the OMol25 dataset.

Computed properties:
DFT total energy, eV: -1280013.7391
Energy relative to the best compared isomer or geometry (same formula, charge and spin), kcal per mole: 68.4
LUMO, eV: 0.0
HOMO, Ha: -0.3739

The geometry in XYZ format:
```
72
C18H36Br18 | the OMol25 dataset | ωB97M-V with the def2-TZVPD basis set
Br -1.363 -5.754 3.692
C -1.778 -6.482 1.883
C -2.858 -7.509 1.999
Br -3.503 -8.228 0.244
H -0.796 -6.841 1.572
H -2.050 -5.689 1.186
H -3.723 -7.111 2.530
H -2.509 -8.369 2.570
Br 3.177 4.455 4.518
C 1.556 4.501 3.463
C 1.247 5.968 3.361
Br 0.231 6.484 1.844
H 0.784 3.981 4.030
H 1.886 3.868 2.640
H 2.274 6.320 3.263
H 0.848 6.347 4.302
Br -2.805 -1.037 -7.021
C -3.149 0.886 -6.934
C -2.169 1.450 -8.031
Br -2.422 3.397 -8.473
H -2.922 1.326 -5.963
H -4.148 1.137 -7.292
H -2.320 0.868 -8.940
H -1.164 1.251 -7.660
Br -7.910 1.578 5.193
C -7.079 2.972 3.898
C -7.181 4.448 4.388
Br -6.015 5.666 3.467
H -7.609 2.858 2.953
H -6.034 2.686 3.785
H -6.907 4.621 5.429
H -8.204 4.796 4.247
Br 5.967 -1.306 -4.740
C 4.646 -0.203 -5.641
C 4.227 -1.043 -6.814
Br 3.134 -0.097 -8.091
H 5.057 0.772 -5.903
H 3.808 -0.131 -4.949
H 3.605 -1.895 -6.539
H 5.138 -1.291 -7.359
Br 1.977 -4.512 -0.035
C 1.828 -4.513 -2.078
C 0.568 -5.176 -2.573
Br 0.514 -5.081 -4.493
H 2.598 -5.106 -2.570
H 1.785 -3.474 -2.405
H -0.351 -4.754 -2.164
H 0.506 -6.246 -2.378
Br -2.174 0.116 1.841
C -0.941 -0.232 0.285
C -1.154 0.901 -0.714
Br -0.295 0.414 -2.487
H -1.314 -1.205 -0.034
H 0.080 -0.415 0.622
H -0.653 1.833 -0.455
H -2.190 1.047 -1.020
Br 4.484 0.705 -0.553
C 5.652 2.308 -0.315
C 5.546 3.319 -1.493
Br 3.656 4.004 -1.560
H 6.634 1.870 -0.133
H 5.447 2.800 0.636
H 5.830 2.980 -2.489
H 6.191 4.181 -1.329
Br 1.341 -0.815 5.458
C 0.272 -1.062 7.105
C 0.942 -0.293 8.313
Br -0.083 -0.531 10.068
H 0.270 -2.142 7.254
H -0.748 -0.741 6.891
H 0.861 0.781 8.142
H 1.955 -0.613 8.557
```

=====

[2]
The following is a quantum chemistry calculation of one molecule with the formula C6H12N2O2Si in a non-equilibrium geometry, from the OMol25 dataset.

Computed properties:
DFT total energy, eV: -21368.8072
Energy relative to the best compared isomer or geometry (same formula, charge and spin), kcal per mole: 50.4
LUMO, eV: 0.6
HOMO, Ha: -0.3484

The geometry in XYZ format:
```
23
C6H12N2O2Si | the OMol25 dataset | ωB97M-V with the def2-TZVPD basis set
C -1.570 -1.307 -1.444
Si -1.137 -0.214 0.092
C -2.040 1.486 0.405
C -1.400 -1.270 1.619
C 0.707 0.333 -0.167
N 1.608 0.305 0.852
C 2.919 0.383 0.509
O 3.947 0.398 1.217
N 2.877 0.298 -0.849
C 1.610 0.413 -1.401
O 0.901 1.585 -0.917
H -2.481 -1.894 -1.497
H -1.456 -0.558 -2.284
H -0.682 -1.942 -1.625
H -1.697 1.929 1.363
H -1.610 2.192 -0.256
H -3.093 1.180 0.286
H -2.124 -2.108 1.617
H -0.442 -1.674 1.977
H -1.574 -0.496 2.463
H 1.384 0.306 1.911
H 3.709 0.435 -1.351
H 1.643 0.220 -2.520
```

=====

[3]
The following is a quantum chemistry calculation of C37H30P2S2TeW as an isolated structure, from the OMol25 dataset.

Computed properties:
DFT total energy, eV: -88180.4730
Total charge: +4
LUMO (alpha / beta), eV: -14.7 / -14.0
HOMO (alpha / beta), Ha: -0.7122 / -0.7124

The geometry in XYZ format:
```
73
C37H30P2S2TeW | the OMol25 dataset | ωB97M-V with the def2-TZVPD basis set
W 0.761 -0.531 -0.610
S 0.460 1.294 0.754
P -1.561 1.205 0.018
C -1.220 -0.416 -0.597
P -1.928 -1.570 -1.757
S 0.017 -2.408 -1.814
C -3.216 -2.534 -1.079
C -4.135 -3.147 -1.945
C -5.117 -3.960 -1.406
C -5.177 -4.160 -0.031
C -4.259 -3.552 0.826
C -3.269 -2.741 0.310
C -2.306 -0.842 -3.323
C -3.528 -0.163 -3.426
C -3.862 0.443 -4.624
C -2.997 0.358 -5.711
C -1.790 -0.325 -5.608
C -1.431 -0.922 -4.410
C -1.730 2.354 -1.302
C -0.903 2.262 -2.428
C -1.057 3.162 -3.460
C -2.021 4.167 -3.358
C -2.835 4.267 -2.237
C -2.696 3.361 -1.196
C -2.766 1.319 1.294
C -2.453 1.851 2.547
C -3.463 1.974 3.487
C -4.754 1.561 3.177
C -5.054 1.021 1.928
C -4.063 0.891 0.973
H -4.083 -2.994 -3.015
H -5.834 -4.441 -2.058
H -5.947 -4.799 0.381
H -4.321 -3.720 1.893
H -2.550 -2.269 0.971
H -4.222 -0.132 -2.593
H -4.808 0.959 -4.721
H -3.276 0.813 -6.653
H -1.140 -0.409 -6.468
H -0.500 -1.470 -4.341
H -0.137 1.487 -2.501
H -0.424 3.106 -4.335
H -2.125 4.886 -4.161
H -3.572 5.055 -2.168
H -3.327 3.435 -0.319
H -1.449 2.179 2.787
H -3.244 2.395 4.459
H -5.538 1.661 3.917
H -6.064 0.709 1.701
H -4.298 0.481 -0.003
Te 2.414 -1.700 1.226
C 4.050 -0.505 1.695
C 5.039 -1.241 2.349
C 6.241 -0.616 2.646
C 6.419 0.726 2.330
C 5.404 1.458 1.712
C 4.205 0.847 1.396
C 2.832 -1.875 -0.881
C 3.009 -3.146 -1.436
C 3.312 -3.269 -2.789
C 3.381 -2.143 -3.610
C 3.179 -0.873 -3.086
C 2.903 -0.724 -1.725
H 4.895 -2.277 2.638
H 7.023 -1.174 3.143
H 7.351 1.215 2.582
H 5.549 2.506 1.491
H 3.408 1.425 0.941
H 2.935 -4.034 -0.819
H 3.494 -4.253 -3.204
H 3.614 -2.260 -4.661
H 3.283 0.004 -3.713
H 3.040 0.276 -1.285
```

=====

[4]
The following is a quantum chemistry calculation of C39H46CrN3O3S3Si2Te as an isolated structure, from the OMol25 dataset.

Computed properties:
DFT total energy, eV: -135783.8540
Total charge: -2
Energy relative to the best compared isomer or geometry (same formula, charge and spin), kcal per mole: 0.0
LUMO (alpha / beta), eV: 3.5 / 3.5
HOMO (alpha / beta), Ha: -0.0770 / -0.0733
Multiplicity: 2

The geometry in XYZ format:
```
98
C39H46CrN3O3S3Si2Te | the OMol25 dataset | ωB97M-V with the def2-TZVPD basis set
Cr -0.846 0.738 -0.077
C -3.930 -0.859 -1.847
C -3.295 -1.545 -0.671
C -3.730 -2.797 -0.273
C -3.086 -3.406 0.807
C -2.082 -2.761 1.480
C -1.702 -1.450 1.066
N -2.309 -0.908 -0.031
N -0.784 -0.638 1.596
Si 0.022 -1.098 3.071
C -1.285 -1.641 4.348
C 0.973 0.256 3.921
C 1.197 -2.545 2.777
H -4.934 -1.253 -2.015
H -3.331 -1.012 -2.744
H -3.978 0.218 -1.690
H -4.536 -3.287 -0.802
H -3.384 -4.400 1.122
H -1.587 -3.235 2.314
H -2.303 -1.554 3.963
H -1.211 -1.008 5.236
H -1.145 -2.677 4.669
H 0.382 1.165 4.043
H 1.902 0.526 3.423
H 1.217 -0.115 4.923
H 0.708 -3.380 2.269
H 1.606 -2.913 3.724
H 2.025 -2.210 2.149
C 0.224 1.671 -4.580
C -0.111 1.789 -3.117
S -0.899 0.432 -2.333
C 0.129 2.894 -2.398
C 0.709 4.145 -3.012
S -0.247 2.950 -0.687
H -0.405 0.918 -5.057
H 1.268 1.366 -4.722
H 0.088 2.618 -5.107
H -0.015 4.630 -3.675
H 1.603 3.926 -3.603
H 0.979 4.862 -2.237
C 4.872 1.320 -2.839
C 4.589 0.130 -2.184
C 3.577 0.090 -1.231
C 2.820 1.218 -0.905
C 3.150 2.410 -1.555
C 4.152 2.464 -2.515
Si 1.501 1.109 0.475
C 2.058 2.457 1.700
C 3.417 2.566 2.008
C 3.868 3.456 2.975
C 2.963 4.256 3.661
C 1.608 4.173 3.368
C 1.175 3.286 2.390
H 5.656 1.359 -3.588
H 5.146 -0.770 -2.422
H 3.364 -0.847 -0.725
H 2.621 3.316 -1.285
H 4.379 3.405 -3.004
H 2.049 -0.134 1.137
H 4.135 1.940 1.487
H 4.929 3.521 3.196
H 3.307 4.943 4.425
H 0.896 4.787 3.910
H 0.116 3.233 2.170
N -2.485 1.729 1.025
C -2.377 2.589 2.166
C -2.366 3.970 2.005
C -2.234 4.793 3.113
C -2.120 4.250 4.387
C -2.133 2.873 4.541
C -2.261 2.042 3.435
S -1.938 5.346 5.798
O -0.597 5.898 5.643
O -2.998 6.332 5.629
O -2.099 4.484 6.961
H -3.061 0.920 1.234
H -2.902 2.231 0.248
H -2.430 4.392 1.009
H -2.226 5.869 2.998
H -2.047 2.464 5.539
H -2.263 0.964 3.552
C 1.609 -1.623 -3.300
Te 0.704 -2.403 -1.532
C 2.388 -3.750 -1.479
C 3.249 -3.423 -2.674
C 4.446 -4.103 -2.902
C 5.239 -3.808 -3.997
C 4.837 -2.820 -4.891
C 3.655 -2.136 -4.669
C 2.855 -2.422 -3.562
H 1.844 -0.573 -3.124
H 0.899 -1.684 -4.123
H 2.054 -4.787 -1.516
H 2.941 -3.607 -0.550
H 4.755 -4.871 -2.201
H 6.169 -4.342 -4.156
H 5.452 -2.577 -5.749
H 3.349 -1.345 -5.344
```

=====

[5]
The following is a quantum chemistry calculation of one molecule with the formula C4H10O2 in a non-equilibrium geometry, from the OMol25 dataset.

Computed properties:
DFT total energy, eV: -8403.1757
Energy relative to the best compared isomer or geometry (same formula, charge and spin), kcal per mole: 54.7
LUMO, eV: 1.1
HOMO, Ha: -0.3626

The geometry in XYZ format:
```
16
C4H10O2 | the OMol25 dataset | ωB97M-V with the def2-TZVPD basis set
C 2.974 -0.146 -0.084
O 1.703 0.440 -0.196
C 0.676 -0.263 0.472
C -0.637 0.473 0.137
O -1.689 -0.477 -0.012
C -2.979 -0.047 -0.434
H 3.659 0.475 -0.669
H 3.327 -0.180 0.958
H 2.990 -1.170 -0.492
H 0.608 -1.301 0.113
H 0.889 -0.300 1.555
H -0.882 1.214 0.912
H -0.418 1.021 -0.791
H -3.893 -0.448 0.174
H -3.308 0.931 -0.116
H -3.019 -0.222 -1.527
```

=====

[6]
The following is a quantum chemistry calculation of a 4-piece molecular cluster, C5H17NO3 overall in a non-equilibrium geometry, from the OMol25 dataset.

Computed properties:
DFT total energy, eV: -13092.1384
Energy relative to the best compared isomer or geometry (same formula, charge and spin), kcal per mole: 34.0
LUMO, eV: 0.4
HOMO, Ha: -0.2934

The geometry in XYZ format:
```
26
C5H17NO3 | the OMol25 dataset | ωB97M-V with the def2-TZVPD basis set
C -0.737 0.440 0.446
C 0.043 -0.844 0.222
C -0.756 -2.052 0.609
C 1.247 -0.859 -0.358
C 2.179 -2.037 -0.414
N 1.689 0.181 -1.188
H -1.164 0.378 1.448
H -1.571 0.426 -0.256
H -0.286 1.429 0.391
H -1.178 -1.998 1.622
H -0.147 -2.941 0.480
H -1.700 -2.079 0.049
H 2.005 -2.769 0.367
H 1.977 -2.586 -1.347
H 3.217 -1.745 -0.528
H 0.993 0.868 -1.403
H 2.619 0.149 -1.565
O -2.350 2.793 1.429
H -2.154 3.083 0.540
H -1.741 2.178 1.835
O -3.099 0.974 -2.231
H -2.476 0.422 -1.754
H -2.608 1.778 -2.424
O 2.072 1.906 1.395
H 1.505 1.456 2.020
H 2.419 1.452 0.615
```